{
  "formula": "C51H62F3N8O2",
  "method": "ωB97M-V/def2-TZVPD",
  "symbols": ["C", "C", "C", "C", "C", "C", "O", "C", "C", "F", "F", "F", "C", "C", "C", "C", "N", "O", "C", "C", "C", "C", "H", "H", "H", "H", "H", "H", "H", "H", "H", "H", "H", "H", "H", "H", "H", "H", "H", "H", "H", "H", "H", "H", "H", "H", "H", "H", "H", "N", "C", "C", "C", "C", "C", "H", "H", "H", "H", "H", "N", "C", "C", "C", "C", "C", "H", "H", "H", "H", "H", "N", "C", "C", "C", "C", "C", "H", "H", "H", "H", "H", "N", "C", "C", "C", "C", "C", "H", "H", "H", "H", "H", "N", "C", "C", "C", "C", "C", "H", "H", "H", "H", "H", "N", "C", "C", "C", "C", "C", "H", "H", "H", "H", "H", "N", "C", "C", "C", "C", "C", "H", "H", "H", "H", "H"],
  "xyz": [[4.555, -4.345, -0.457], [3.830, -3.011, -0.509], [3.224, -2.464, 0.900], [2.700, -0.924, 0.926], [1.047, -0.997, 1.169], [0.645, -1.031, 2.778], [0.368, 0.364, 3.162], [-1.074, 0.648, 3.234], [-1.729, 1.213, 1.825], [-2.092, 0.090, 0.884], [-0.789, 2.115, 1.063], [-2.975, 1.996, 2.024], [2.925, -0.052, -0.438], [4.371, 0.703, -0.568], [4.952, 0.318, -2.088], [4.097, 2.344, -0.628], [5.432, 0.286, 0.405], [6.109, -0.813, 0.045], [5.006, 0.300, 1.846], [5.947, -0.711, 2.790], [5.221, 1.810, 2.532], [3.455, -0.127, 2.143], [3.884, -5.299, -0.695], [5.696, -4.416, -0.139], [3.743, -2.529, -1.570], [4.036, -2.685, 1.741], [2.307, -3.178, 1.177], [0.475, -0.085, 0.712], [0.569, -1.967, 0.664], [-0.337, -1.708, 2.834], [1.439, -1.577, 3.450], [-1.717, -0.244, 3.673], [-1.199, 1.538, 4.018], [2.109, 0.821, -0.407], [2.670, -0.642, -1.444], [6.015, 0.782, -2.244], [4.867, -0.823, -2.334], [4.211, 0.884, -2.834], [5.077, 2.978, -0.719], [3.498, 2.635, 0.362], [3.334, 2.551, -1.514], [5.521, -0.709, 3.905], [5.914, -1.827, 2.440], [7.023, -0.242, 2.763], [6.044, 2.333, 1.844], [5.663, 1.711, 3.627], [4.266, 2.483, 2.463], [2.840, 0.835, 2.400], [3.455, -0.820, 3.111], [-5.242, 5.093, 3.254], [-5.245, 3.812, 2.823], [-6.280, 2.922, 3.058], [-7.380, 3.369, 3.784], [-7.405, 4.682, 4.244], [-6.323, 5.498, 3.955], [-4.364, 3.511, 2.264], [-6.231, 1.906, 2.686], [-8.210, 2.700, 3.990], [-8.246, 5.060, 4.813], [-6.297, 6.532, 4.288], [2.545, 5.488, 3.839], [2.272, 5.786, 5.128], [1.346, 5.101, 5.898], [0.653, 4.047, 5.311], [0.911, 3.717, 3.985], [1.858, 4.459, 3.297], [2.836, 6.618, 5.540], [1.168, 5.382, 6.930], [-0.082, 3.487, 5.883], [0.387, 2.902, 3.498], [2.097, 4.238, 2.261], [-10.213, 1.184, 2.958], [-11.140, 2.165, 2.894], [-11.714, 2.607, 1.713], [-11.311, 2.011, 0.522], [-10.357, 1.000, 0.555], [-9.843, 0.623, 1.786], [-11.419, 2.601, 3.849], [-12.456, 3.397, 1.721], [-11.738, 2.332, -0.424], [-10.021, 0.516, -0.355], [-9.099, -0.164, 1.865], [-13.283, -0.583, -1.399], [-14.241, -1.149, -2.166], [-14.765, -2.411, -1.937], [-14.277, -3.141, -0.859], [-13.289, -2.586, -0.052], [-12.830, -1.315, -0.358], [-14.587, -0.542, -2.997], [-15.535, -2.816, -2.584], [-14.662, -4.135, -0.648], [-12.887, -3.129, 0.796], [-12.062, -0.837, 0.244], [-3.879, 3.060, -2.809], [-3.205, 2.725, -1.687], [-2.804, 3.641, -0.727], [-3.109, 4.982, -0.929], [-3.801, 5.359, -2.075], [-4.163, 4.370, -2.977], [-2.988, 1.667, -1.577], [-2.267, 3.315, 0.157], [-2.811, 5.729, -0.199], [-4.054, 6.396, -2.262], [-4.707, 4.613, -3.885], [7.159, -5.936, -2.315], [7.859, -6.866, -3.001], [8.819, -6.561, -3.953], [9.076, -5.221, -4.222], [8.370, -4.240, -3.533], [7.432, -4.643, -2.597], [7.620, -7.897, -2.757], [9.352, -7.349, -4.471], [9.820, -4.943, -4.963], [8.547, -3.187, -3.721], [6.858, -3.915, -2.031], [11.861, -6.114, -6.571], [12.555, -5.248, -7.342], [12.336, -5.079, -8.700], [11.348, -5.846, -9.308], [10.617, -6.747, -8.541], [10.906, -6.843, -7.189], [13.317, -4.675, -6.822], [12.922, -4.367, -9.270], [11.148, -5.742, -10.370], [9.840, -7.360, -8.985], [10.361, -7.530, -6.547]],
  "atomic_forces_ev_per_a": [[-0.431, -0.041, 0.087], [0.404, -0.470, 0.583], [0.405, -0.773, -0.640], [-0.545, 0.177, -0.035], [-0.093, -0.426, 0.611], [-0.777, -1.524, -1.952], [-2.561, -1.173, 0.243], [-0.044, 1.105, 1.066], [-0.647, 0.230, -2.257], [1.131, 3.703, 2.887], [-2.925, -3.056, 2.589], [4.139, -2.753, -0.509], [-0.895, 0.611, 0.020], [-0.150, 0.572, -3.404], [-1.051, 1.026, -0.121], [-0.890, -0.607, 1.013], [-0.770, -2.431, 0.233], [-1.255, 2.296, 0.656], [-0.097, 0.054, 3.492], [-0.219, 0.531, -0.214], [1.119, 0.029, -1.337], [-0.814, -0.201, -0.067], [2.017, 1.929, 0.335], [-2.775, -0.117, -0.479], [-0.354, -0.733, 2.359], [-1.622, 0.596, -1.813], [1.916, 1.438, -0.583], [1.302, -1.636, 0.888], [1.314, 2.043, 0.969], [1.941, 1.656, 0.140], [-1.435, 1.635, -1.199], [1.312, 1.721, -1.390], [0.242, -1.784, -1.916], [1.743, -1.863, 0.040], [0.699, 1.095, 2.386], [-1.955, -1.198, 0.316], [0.545, 2.283, 0.680], [1.601, -1.243, 1.525], [-1.920, -1.293, 0.111], [1.451, -0.408, -2.074], [1.867, -0.456, 1.786], [0.941, 0.333, -2.502], [0.303, 2.294, 0.417], [-1.951, -1.330, 0.160], [-1.647, -0.980, 1.685], [-1.219, 0.266, -2.333], [1.803, -1.398, 0.417], [1.054, -1.783, -0.502], [-0.005, 1.561, -2.101], [-0.779, -0.586, 0.215], [0.160, 0.893, 0.168], [-0.202, 0.152, 0.172], [-0.076, -0.053, 0.047], [0.082, -0.242, -0.130], [0.766, -0.162, -0.461], [-0.277, 0.139, 0.075], [0.008, 0.086, 0.013], [0.082, 0.038, -0.055], [0.079, -0.015, -0.049], [-0.032, -0.077, -0.004], [-0.685, -0.548, 0.548], [0.262, -0.131, -0.905], [-0.132, -0.214, -0.124], [0.032, 0.007, -0.047], [-0.073, 0.082, 0.284], [0.533, 0.718, 0.287], [-0.058, -0.067, 0.004], [0.028, -0.006, -0.099], [0.069, 0.066, -0.039], [0.188, 0.139, -0.009], [-0.062, -0.013, 0.045], [-0.382, 0.327, -0.832], [0.622, -0.662, 0.132], [0.117, -0.158, -0.209], [-0.022, 0.067, -0.055], [-0.119, 0.247, 0.057], [-0.169, 0.314, 0.812], [-0.012, -0.005, -0.075], [0.075, -0.073, 0.016], [0.042, -0.089, 0.114], [-0.025, 0.047, 0.076], [-0.044, 0.052, -0.047], [-0.340, -0.916, 0.202], [0.649, 0.485, 0.454], [0.119, -0.112, 0.215], [0.010, -0.007, 0.019], [-0.230, -0.104, -0.208], [-0.225, 0.557, -0.634], [-0.004, -0.074, 0.050], [0.075, 0.057, 0.046], [0.042, 0.113, -0.026], [-0.024, 0.074, -0.070], [-0.120, -0.114, -0.027], [0.269, 0.683, 0.661], [-0.477, 0.159, -0.803], [-0.047, 0.296, 0.014], [-0.019, 0.018, -0.025], [0.138, -0.104, 0.217], [0.143, -0.915, 0.028], [0.007, 0.062, 0.041], [-0.184, 0.196, -0.336], [-0.047, -0.090, -0.064], [0.008, -0.099, 0.000], [0.045, 0.019, 0.075], [0.707, 0.251, -0.687], [-0.518, 0.572, 0.509], [-0.015, 0.274, -0.015], [0.026, 0.071, -0.058], [0.127, -0.273, -0.134], [-0.270, -0.812, 0.280], [0.045, 0.052, -0.034], [-0.043, 0.067, 0.090], [-0.044, -0.076, 0.090], [-0.031, -0.089, 0.044], [0.057, -0.004, -0.083], [-0.222, 0.113, -0.986], [-0.405, -0.550, 0.617], [-0.200, -0.174, -0.094], [-0.005, -0.003, 0.004], [0.152, 0.180, -0.132], [0.636, 0.452, 0.488], [-0.051, -0.022, -0.068], [-0.043, -0.064, 0.073], [0.022, -0.012, 0.126], [0.066, 0.052, 0.064], [0.027, 0.030, -0.115]],
  "lumo_energy_ev": [0.42, 0.16],
  "s_squared": 1.71,
  "homo_energy_ev": [-7.936, -7.576],
  "gap_ev": [8.36, 7.74],
  "multiplicity": 2
}